Record 1
Computed, not measured: 17 unconnected molecules or ions with the total composition C4H42O17 at a distorted geometry, with ωB97M-V/def2-TZVPD.

energy relative to the best compared isomer or geometry (same formula, charge and spin) = 169.2 kJ/mol
HOMO = -9.85 eV
LUMO energy = -0.6406 eV

Last column: natural (NBO) charge in e.
Cartesian coordinates (Å):
O: 13.4552 2.1403 -11.1671  -0.98
H: 13.7415 2.5830 -11.9660  0.47
H: 13.4874 2.8185 -10.4923  0.49
O: 12.0298 0.4606 -9.2979  -0.98
H: 11.8335 1.3174 -8.9189  0.47
H: 12.7080 0.6364 -9.9502  0.50
O: 13.0055 3.5237 -8.8637  -0.98
H: 13.1724 4.4549 -8.7180  0.49
H: 12.0669 3.4207 -8.7065  0.50
O: 9.0435 0.9402 -3.9514  -0.95
H: 8.4088 0.2247 -3.9889  0.47
H: 9.6773 0.6644 -3.2892  0.49
O: 11.2409 2.5507 -5.3095  -0.98
H: 10.3691 2.3810 -4.9524  0.48
H: 11.1446 2.4155 -6.2522  0.48
O: 8.1850 1.4768 -8.4746  -0.99
H: 7.3553 1.8817 -8.2221  0.50
H: 7.9627 0.9184 -9.2196  0.52
O: 6.3052 0.0809 -10.5604  -0.96
H: 6.1183 -0.8070 -10.2556  0.51
H: 5.7406 0.6412 -10.0280  0.45
O: 7.9045 -2.3559 -3.9167  -0.94
H: 7.4864 -3.1454 -3.5729  0.49
H: 7.9805 -1.7754 -3.1594  0.47
O: 10.5625 -1.4984 -4.3919  -0.97
H: 10.4367 -1.0516 -5.2291  0.49
H: 9.7019 -1.8610 -4.1817  0.47
O: 4.3292 -0.6324 -8.4622  -0.94
H: 3.8284 -1.0636 -7.7697  0.48
H: 3.8997 0.2154 -8.5766  0.46
O: 10.5581 2.8029 -7.9781  -0.99
H: 9.7415 2.3431 -8.1729  0.52
H: 10.2826 3.6824 -7.7195  0.49
O: 9.7434 -0.4391 -7.4791  -0.99
H: 10.5006 -0.3688 -8.0604  0.49
H: 9.1692 0.2792 -7.7450  0.48
O: 14.2541 -3.6708 -8.8024  -0.94
H: 13.4532 -3.2110 -8.5508  0.47
H: 14.9591 -3.1602 -8.4044  0.47
O: 14.5349 3.1693 -6.6379  -0.97
H: 13.8904 2.6558 -6.1509  0.47
H: 14.2115 3.1681 -7.5388  0.48
O: 6.0378 3.3867 -8.0266  -0.93
H: 5.8182 3.3203 -7.0973  0.48
H: 5.3629 2.8727 -8.4700  0.47
C: 10.2121 -4.1522 -6.3066  -0.65
C: 10.8118 -5.6016 -6.3564  -0.08
O: 9.8233 -6.5670 -5.9396  -0.72
H: 9.4838 -3.8920 -5.5386  0.22
H: 9.7044 -4.0143 -7.2612  0.19
H: 10.8400 -3.2627 -6.3587  0.24
H: 11.6786 -5.5783 -5.6959  0.15
H: 11.4086 -5.8386 -7.2371  0.17
H: 10.1790 -7.4427 -6.1074  0.47
C: 7.5903 -4.7962 -9.1985  -0.64
C: 7.8366 -3.2937 -9.2608  -0.08
O: 6.4764 -2.6763 -9.4867  -0.76
H: 8.3765 -5.1611 -8.5376  0.22
H: 7.4857 -5.2383 -10.1893  0.22
H: 6.8046 -5.0474 -8.4860  0.20
H: 8.6709 -3.1178 -9.9399  0.20
H: 8.0844 -3.0399 -8.2302  0.18
H: 5.9954 -2.9356 -8.6974  0.46


Record 2
Computed, not measured: a molecular structure, C37H48Cl2MoOP4 at a distorted geometry, with ωB97M-V/def2-TZVPD.

⟨S²⟩ = 2.0348
2S+1 = 3
HOMO (alpha / beta) = -12.06 / -12.52 eV
LUMO energy (alpha / beta) = -5.4368 / -7.9146 eV
net charge = +2

Last column: Löwdin spin population.
Cartesian coordinates (Å):
P: 1.5237 1.2057 -3.7813  0.43
C: 3.1718 1.1805 -3.1631  0.06
C: 4.0269 0.4792 -4.0768  0.06
H: 3.6062 -0.2143 -4.7998  0.00
C: 5.3680 0.8023 -4.1602  -0.01
H: 5.9803 0.3821 -4.9709  0.00
C: 5.9121 1.6882 -3.2179  0.06
H: 6.9806 1.9563 -3.2821  0.00
C: 5.1241 2.1872 -2.1644  0.01
H: 5.5955 2.7877 -1.3812  0.00
C: 3.7546 1.9295 -2.1139  0.03
H: 3.1634 2.2843 -1.2682  0.00
C: 0.6739 -0.3510 -3.7527  0.05
C: 1.2621 -1.5598 -3.3165  0.04
H: 2.1548 -1.5449 -2.6904  0.00
C: 0.6992 -2.7682 -3.7220  0.00
H: 1.1657 -3.7045 -3.4187  0.00
C: -0.4418 -2.7705 -4.5385  0.06
H: -0.8467 -3.7310 -4.8998  0.00
C: -1.1130 -1.5794 -4.8514  -0.01
H: -2.0210 -1.5856 -5.4670  0.00
C: -0.5966 -0.3756 -4.3995  0.05
H: -1.1052 0.5611 -4.6459  0.00
C: 0.5766 2.6600 -3.3239  0.06
C: 0.7464 3.5961 -4.3867  0.03
H: 1.4611 3.3948 -5.1919  0.01
C: -0.0675 4.7139 -4.5153  0.00
H: 0.0430 5.3571 -5.3959  0.00
C: -1.0131 4.9709 -3.5117  0.01
H: -1.6547 5.8666 -3.5955  0.00
C: -1.1237 4.1263 -2.4015  0.01
H: -1.8264 4.3625 -1.6041  0.00
C: -0.3395 2.9639 -2.2872  0.01
H: -0.4178 2.3673 -1.3739  0.00
Mo: -0.2660 -0.8186 2.3466  0.71
C: -2.0529 -1.7275 1.6333  -0.02
C: -2.3766 -1.6256 0.2826  0.12
H: -2.6512 -2.3707 2.2989  0.00
C: -1.4182 -0.7652 -0.5987  0.01
O: -2.2428 0.3826 -1.1089  0.00
H: -1.6950 0.8653 -1.7674  0.00
C: -0.3894 -0.3217 0.3286  -0.02
H: -0.8968 -1.3530 -1.4075  0.00
C: 0.6197 0.1306 1.0181  0.01
Cl: -0.8378 -1.7927 4.5154  0.02
Cl: 2.8733 0.4247 2.9179  0.00
P: 1.5107 -2.5812 1.9606  0.04
C: 2.4975 -3.0419 3.4166  0.00
H: 1.8170 -3.3107 4.2313  0.00
H: 3.0712 -2.1452 3.6869  0.00
H: 3.1659 -3.8792 3.1756  0.00
C: 0.5890 -4.1267 1.5916  0.03
H: 0.0997 -4.0452 0.6120  0.00
H: -0.1900 -4.2850 2.3471  0.00
H: 1.2673 -4.9896 1.5757  0.01
C: 2.7678 -2.6542 0.6260  0.00
H: 3.4063 -1.7652 0.7029  0.00
H: 2.2906 -2.6783 -0.3634  0.00
H: 3.3916 -3.5541 0.7324  0.00
P: -3.9281 -2.3716 -0.3771  0.02
C: -4.4910 -3.4130 0.9461  0.00
C: -3.5207 -3.3028 -1.8442  0.00
H: -4.6659 -2.8242 1.8493  0.00
H: -3.7572 -4.1946 1.1520  0.00
H: -5.4281 -3.8928 0.6520  0.00
H: -3.0817 -2.6760 -2.6231  0.00
H: -4.4383 -3.7422 -2.2408  0.00
H: -2.8330 -4.1183 -1.6087  0.00
C: -5.1070 -1.0880 -0.7568  0.01
H: -5.5055 -0.6656 0.1670  0.00
H: -5.9319 -1.5326 -1.3182  0.00
H: -4.6408 -0.2993 -1.3491  0.00
H: 1.5005 0.7044 0.9760  0.00
C: -2.3550 1.9735 2.8209  0.03
P: -0.5649 1.6440 3.0259  0.04
C: 0.1267 3.1857 2.3044  0.00
C: -0.2480 1.8824 4.8142  0.00
C: -1.2095 1.4508 5.7381  0.00
C: -0.8956 1.4140 7.0975  0.00
C: 0.3585 1.8549 7.5376  0.00
C: 1.3118 2.3111 6.6169  0.00
C: 1.0106 2.3185 5.2526  0.00
H: -2.6140 1.8633 1.7582  0.00
H: -2.5783 2.9975 3.1537  0.01
H: -2.9391 1.2481 3.3995  0.00
H: -0.2175 4.0485 2.8951  0.00
H: 1.2220 3.1282 2.3265  0.00
H: -0.2125 3.3060 1.2650  0.00
H: -2.1925 1.1196 5.3999  0.00
H: -1.6260 1.0152 7.8056  0.00
H: 0.6036 1.8102 8.6007  0.00
H: 2.2993 2.6348 6.9533  0.00
H: 1.7751 2.5999 4.5255  0.00


Record 3
Computed, not measured: a molecular structure, C17H15ClHgO2 at a distorted geometry, with ωB97M-V/def2-TZVPD.

energy relative to the best compared isomer or geometry (same formula, charge and spin) = 38.2 kJ/mol
HOMO = -0.53 eV
LUMO energy = 4.9965 eV
net charge = -2

Last column: natural (NBO) charge in e.
Cartesian coordinates (Å):
C: 2.3890 -2.2667 0.3902  -0.41
C: 3.2523 -1.9624 -0.7293  -0.41
C: 2.5284 -2.2346 -1.9430  -0.36
H: 4.2611 -1.5589 -0.6451  0.21
C: 1.2187 -2.6837 -1.6004  -0.41
C: 1.1057 -2.6974 -0.1533  -0.42
H: 0.2562 -3.0289 0.4394  0.24
H: 2.6243 -2.1553 1.4433  0.24
H: 2.9186 -2.1063 -2.9462  0.20
H: 0.4208 -2.9567 -2.2820  0.20
Hg: 1.2851 -0.3036 -0.4549  1.65
Cl: 2.3101 0.9075 1.5173  -0.87
C: 0.9415 1.9260 -1.5679  -0.43
C: 0.3347 1.0826 -2.5848  -0.38
C: 1.3791 0.4281 -3.2897  -0.37
H: -0.7239 1.0110 -2.7772  0.20
C: 2.6460 0.8477 -2.7238  -0.38
C: 2.3814 1.7854 -1.6831  -0.37
H: 3.0960 2.2740 -1.0457  0.22
H: 0.4310 2.5906 -0.8763  0.22
H: 1.2476 -0.2969 -4.0808  0.19
H: 3.6294 0.4939 -3.0076  0.19
O: -0.3355 -1.2135 1.8673  -0.72
C: -1.0064 -0.2900 1.2804  0.73
O: -0.8594 0.2175 0.1063  -0.82
C: -2.1419 0.4080 1.8896  -0.04
C: -2.7091 -0.1195 3.0175  -0.22
C: -3.8159 0.5035 3.5775  -0.24
C: -4.3782 1.6339 2.9664  -0.25
C: -3.8120 2.1337 1.7718  -0.23
C: -2.7002 1.5091 1.2096  -0.20
H: -2.2069 -0.9915 3.4421  0.24
H: -4.2226 0.0917 4.4974  0.19
H: -5.2493 2.1218 3.4140  0.19
H: -4.2491 3.0216 1.2839  0.19
H: -2.2464 1.8782 0.2769  0.26


Record 4
Computed, not measured: 2 unconnected molecules or ions with the total composition C2H10NOS2 at a distorted geometry, with ωB97M-V/def2-TZVPD.

energy relative to the best compared isomer or geometry (same formula, charge and spin) = 112.2 kJ/mol
HOMO = -12.05 eV
LUMO energy = -3.4869 eV
net charge = +1

Last column: natural (NBO) charge in e.
Cartesian coordinates (Å):
N: 0.2234 -0.9861 -0.9138  -0.70
C: -0.1458 0.5440 -0.8640  -0.23
C: 0.2870 1.0990 0.5406  -0.54
S: 0.5651 2.9825 0.4570  0.10
S: 2.0441 3.3052 1.8475  -0.12
H: -0.4812 -1.5477 -0.4627  0.47
H: 1.1210 -1.0440 -0.4179  0.43
H: 0.3610 -1.4830 -1.8099  0.45
H: -1.2658 0.5933 -1.1483  0.25
H: 0.5506 1.0086 -1.6107  0.24
H: -0.4387 0.8591 1.3551  0.24
H: 1.2164 0.6972 0.7856  0.21
H: 1.5163 4.2467 2.7480  0.18
H: -2.4823 -3.0039 -0.5533  0.50
H: -1.5390 -4.1018 0.2289  0.52
O: -1.5321 -3.1688 -0.1819  -1.01